71
Properties=species:S:1:pos:R:3:forces:R:3:lowdin_spin:R:1 method="wB97M-V/def2-TZVPD" multiplicity=2 homo_ev="0.957 / 0.027" homo_lumo_gap_ha="0.0949 / 0.1287" charge=-2 e_tot_ev=-87867.865 relative_energy_kj_mol=0.0
K 0.347771 -0.220266 -1.454916 -0.326 0.999 0.249 0.00
O -0.108875 -2.521788 -1.718869 3.008 -2.411 0.403 0.00
N 1.121222 -3.122376 -1.434134 -2.016 0.060 0.002 0.00
C 1.071661 -4.311549 -0.737279 2.208 0.831 -0.551 0.00
C 2.285186 -5.005234 -0.396005 -3.242 0.308 -0.025 0.00
C 3.459788 -4.475729 -0.766982 1.481 2.763 -1.683 0.00
C 3.490351 -3.222274 -1.500843 0.923 -3.023 1.762 0.00
C 2.363183 -2.530527 -1.845501 -1.109 1.509 -1.026 0.00
S 2.580105 -0.989274 -2.757864 -0.317 -2.910 0.202 0.00
H 0.090413 -4.676597 -0.472244 -0.023 0.271 -0.146 0.00
H 2.212555 -5.932736 0.149529 -0.076 -0.108 0.068 0.00
H 4.401053 -4.952129 -0.538198 0.105 -0.100 0.056 0.00
H 4.462836 -2.835530 -1.778163 -0.210 0.133 -0.096 0.00
C -3.535769 -2.152097 3.552550 0.500 0.329 -0.062 0.00
N -2.675939 -1.722103 2.473984 -0.120 -0.130 -0.529 0.00
C -1.503944 -1.031150 2.541897 -0.141 -0.050 0.076 0.00
S -0.734173 -0.678673 1.104863 0.120 -0.014 1.141 0.00
N -1.080029 -0.697357 3.793886 -0.387 -0.296 -0.527 0.00
C 0.120747 0.031135 4.157140 -0.193 -0.075 0.235 0.00
H -4.390933 -2.682347 3.127149 0.157 0.147 0.149 0.00
H -3.880492 -1.277601 4.110417 -0.242 -0.136 0.166 0.00
H -2.977872 -2.817918 4.216049 -0.209 -0.125 0.185 0.00
H -2.960415 -1.953371 1.528143 0.230 0.151 0.252 0.00
H -1.660477 -0.983428 4.566152 0.020 0.022 -0.083 0.00
H 0.722728 0.321996 3.295780 -0.308 -0.201 -0.088 0.00
H 0.713341 -0.607822 4.817245 0.172 0.161 -0.061 0.00
H -0.183481 0.924830 4.708158 0.227 0.063 -0.052 0.00
Te 2.431145 1.489334 0.231869 0.456 0.293 -0.225 0.00
C 3.811571 2.627853 1.362427 0.078 -0.002 0.311 0.00
C 4.736259 1.983974 2.192534 0.166 0.701 0.164 0.00
C 5.651263 2.736521 2.936142 -0.325 0.302 -0.309 0.00
C 5.642649 4.132693 2.850033 -0.320 -0.264 -0.254 0.00
C 4.719151 4.776577 2.019743 0.065 -0.554 0.055 0.00
C 3.803943 4.024717 1.275808 0.466 -0.106 0.449 0.00
C 3.833432 1.415921 -1.351891 0.531 0.325 -0.313 0.00
C 4.764485 0.372877 -1.414758 0.323 0.595 -0.303 0.00
C 5.693911 0.327055 -2.459096 -0.170 0.651 0.169 0.00
C 5.693349 1.323832 -3.440543 -0.383 0.015 0.480 0.00
C 4.763551 2.367013 -3.377437 0.146 -0.470 0.374 0.00
C 3.833934 2.413461 -2.333503 0.296 -0.295 0.118 0.00
H 4.746370 0.903914 2.260336 -0.045 -0.004 -0.047 0.00
H 6.366227 2.238460 3.578008 0.040 -0.020 0.026 0.00
H 6.350860 4.714678 3.425341 0.027 0.023 0.023 0.00
H 4.713180 5.856795 1.952538 0.000 0.036 -0.009 0.00
H 3.091736 4.525762 0.633202 -0.032 -0.064 -0.019 0.00
H 4.768433 -0.399054 -0.656267 -0.093 -0.033 -0.033 0.00
H 6.413861 -0.479592 -2.507502 -0.024 -0.071 -0.012 0.00
H 6.412751 1.288252 -4.248351 0.014 -0.025 -0.058 0.00
H 4.763808 3.138586 -4.136458 -0.056 0.011 -0.019 0.00
H 3.116686 3.222707 -2.286703 -0.131 -0.156 -0.058 0.00
N -10.546289 0.330547 0.830095 -0.596 0.006 0.258 0.12
C -9.482261 0.295889 0.368379 1.479 -0.032 -0.613 0.07
C -8.167726 0.253105 -0.202247 -2.624 0.090 1.310 0.15
C -7.996677 0.352621 -1.584478 1.509 0.052 -2.159 0.12
C -6.713336 0.311018 -2.143798 -1.789 0.098 0.245 0.03
C -5.583244 0.168988 -1.323507 0.852 0.000 -0.571 0.21
C -5.762188 0.069484 0.065089 -1.392 -0.051 1.367 0.04
C -7.047726 0.111544 0.619912 2.454 -0.234 0.205 0.09
N -4.275757 0.126579 -1.893079 0.401 -0.028 0.367 0.01
C -3.938841 0.211094 -3.228385 0.325 -0.059 -0.037 0.02
C -2.568152 0.123386 -3.286953 -0.162 0.002 -0.271 0.02
N -2.038936 -0.012557 -2.038120 -1.428 0.015 -0.195 0.03
C -3.074438 -0.007838 -1.227424 -0.726 0.035 -0.157 0.05
H -8.859853 0.463369 -2.239431 0.188 -0.022 0.135 0.01
H -6.638317 0.392790 -3.224333 0.127 -0.021 0.180 0.00
H -4.929038 -0.041968 0.753215 -0.004 0.058 -0.198 0.01
H -7.164600 0.032731 1.699940 0.029 0.027 -0.212 0.01
H -4.663176 0.323445 -4.019412 0.046 -0.014 0.182 0.00
H -1.938231 0.151667 -4.167008 -0.044 0.074 0.191 0.00
H -2.995957 -0.099364 -0.153998 -0.140 0.072 -0.204 0.00
H 0.511646 1.563049 -2.851870 0.234 0.875 -0.348 0.00